[1]
31
Properties=species:S:1:pos:R:3:forces:R:3:lowdin_charge:R:1 method="wB97M-V/def2-TZVPD" lumo_ev=-2.65 gap_ha=0.338 homo_energy_ev=-11.86 charge=+1 de_lowest_ev=0.000
N -1.27301 -1.45849 -1.34407 -0.5 -0.5 0.2 0.16
C 0.14205 -1.38999 -1.83879 -0.1 -1.3 0.3 -0.41
C 0.78253 -2.64774 -1.25047 1.3 0.5 0.2 -0.04
C 0.84275 -0.08560 -1.54504 0.8 0.4 0.9 -0.46
S -0.34360 1.29105 -1.75368 -0.7 -0.6 -0.9 0.51
S 0.08636 2.96171 -0.76334 1.0 0.5 0.5 0.52
C -0.31968 2.75761 1.00839 -0.3 -0.3 -0.5 -0.56
C 0.57875 1.83855 1.80829 0.3 0.3 -1.0 -0.15
H -1.87101 -0.75431 -1.76833 -0.2 0.1 0.0 0.12
H -1.39692 -1.44775 -0.30441 0.2 0.3 -0.2 0.11
H -1.63626 -2.40414 -1.51794 -0.1 0.3 -0.4 0.17
H 0.12445 -1.55000 -2.91647 -0.4 0.3 -0.1 0.15
H 1.86839 -2.53963 -1.27317 0.0 -0.1 -0.3 0.10
H 0.53484 -3.56859 -1.77329 -0.2 0.1 -0.1 0.10
H 0.56873 -2.74943 -0.19532 -0.4 0.0 0.3 0.07
H 1.75215 -0.11549 -2.15297 -0.3 0.6 -0.4 0.10
H 1.24103 0.02429 -0.53696 -0.3 -0.5 0.2 0.06
H -1.37129 2.48059 1.05970 0.0 0.0 0.1 0.07
H -0.20300 3.77401 1.35725 -0.2 0.4 0.1 0.07
H 0.74766 0.91017 1.28644 -0.3 -0.6 0.1 0.03
H 0.15215 1.66545 2.77530 -0.1 -0.2 0.6 0.07
H 1.56909 2.26277 1.88389 0.3 0.3 0.3 0.08
H 2.26112 -2.83019 1.44949 -0.2 0.6 0.4 0.07
H 3.02242 -2.04078 2.47583 0.5 0.2 0.4 0.07
O 2.18703 -2.03347 2.01514 0.0 -0.9 -0.9 -0.04
H -0.44338 -1.27878 3.83937 0.0 0.1 0.0 0.08
H 0.67322 -1.70054 2.86140 0.2 0.0 -0.3 0.02
O -0.23003 -1.34981 2.90243 -0.2 0.3 0.8 -0.05
H -1.45422 -1.72928 1.86419 0.3 -0.2 -0.1 0.01
H -2.30128 -2.97255 1.66732 -0.2 -0.1 -0.3 0.07
O -1.91175 -2.25056 1.16460 -0.2 0.2 0.1 -0.08

***

[2]
41
Properties=species:S:1:pos:R:3:forces:R:3:lowdin_spin:R:1 method="wB97M-V/def2-TZVPD" lumo_ev="0.27 / -0.40" gap_ha="0.245 / 0.268" homo_energy_ev="-6.39 / -7.70" multiplicity=3 s2=2.0061
Pt 0.46679 0.28346 -0.21028 0.2 -0.6 0.1 1.10
S 0.85173 4.13735 -2.52719 0.1 0.0 0.0 0.02
C -0.73894 4.12993 -1.90273 0.0 0.1 0.0 0.01
C -0.96425 3.07241 -1.07380 0.0 0.0 0.1 0.03
C 0.16919 2.21831 -0.92148 0.0 -0.1 -0.1 0.18
C 1.22048 2.67769 -1.67106 0.2 0.2 -0.1 0.04
C 2.50067 1.98417 -1.73855 -0.1 0.1 0.0 0.02
C 3.63013 2.45846 -2.40656 0.0 0.0 0.0 0.00
C 4.78971 1.71024 -2.39189 0.0 0.1 0.0 0.01
C 4.81543 0.50379 -1.70395 0.0 0.0 0.0 0.00
C 3.66315 0.10026 -1.06212 -0.1 -0.1 0.0 0.02
N 2.53420 0.80970 -1.07988 0.0 0.1 0.1 0.07
H -1.42567 4.91698 -2.17913 0.0 0.0 0.0 0.00
H -1.91928 2.90965 -0.59015 0.0 0.0 0.0 0.00
H 3.58391 3.40901 -2.92254 0.0 0.0 0.0 0.00
H 5.67234 2.06352 -2.91008 0.0 0.0 0.0 0.00
H 5.70401 -0.11029 -1.66752 0.0 0.0 0.0 0.00
H 3.62635 -0.83158 -0.51194 0.0 0.0 0.0 0.00
N -0.25430 0.34725 1.98946 0.0 0.1 -0.3 0.12
C -0.65003 -0.90328 2.55674 0.1 0.1 0.1 0.01
C -0.14875 -1.26165 3.80028 0.1 0.0 0.1 0.01
C -0.50109 -2.46596 4.38630 0.0 0.0 0.0 0.00
C -1.37029 -3.31414 3.71710 0.0 0.1 -0.1 0.01
C -1.85112 -2.95494 2.46595 0.0 -0.1 0.1 0.00
C -1.50375 -1.75084 1.85171 -0.1 0.0 -0.1 0.02
C -1.99541 -1.46422 0.47254 0.0 -0.2 0.1 0.04
C -3.28557 -1.88303 0.12823 0.0 0.0 0.0 0.00
C -3.74087 -1.82754 -1.17782 0.0 0.0 0.0 0.02
C -2.88530 -1.37643 -2.17398 0.1 0.0 0.0 0.00
C -1.61745 -0.92573 -1.83477 -0.1 -0.1 0.0 0.06
C -1.15578 -0.91649 -0.51220 -0.1 0.4 0.0 0.17
H 0.41619 0.82268 2.57785 0.0 0.1 0.0 0.00
H -1.03650 0.96574 1.80731 -0.1 0.0 0.1 0.00
H 0.52463 -0.58399 4.31619 0.0 0.0 0.0 0.00
H -0.09910 -2.73666 5.35448 0.0 0.0 0.0 0.00
H -1.66272 -4.25943 4.15657 0.0 0.0 0.0 0.00
H -2.48867 -3.64413 1.92602 0.0 0.0 0.0 0.00
H -3.94683 -2.25426 0.90454 0.0 0.0 0.0 0.00
H -4.74979 -2.14046 -1.41463 0.0 0.0 0.0 0.00
H -3.20950 -1.35988 -3.20822 0.0 0.0 0.0 0.00
H -0.96796 -0.55569 -2.61883 0.0 0.1 0.0 0.01

***

[3]
16
Properties=species:S:1:pos:R:3:forces:R:3:lowdin_charge:R:1 method="wB97M-V/def2-TZVPD" lumo_ev=6.30 gap_ha=0.263 homo_energy_ev=-0.87 charge=-2 de_lowest_ev=1.859
C -0.13712 0.45909 -2.26367 0.4 0.2 -0.8 -0.29
C -0.93919 1.30431 2.28218 -1.3 1.4 -0.7 -0.85
C 1.21752 -1.31410 -0.72311 -1.0 -0.4 -1.2 -0.19
C 1.65379 0.09953 -0.34746 1.0 -1.1 -3.0 -0.13
C 0.28234 -0.14472 -1.05455 0.0 0.1 2.7 -0.33
N -0.46951 1.02951 -3.22743 0.3 -0.6 0.9 0.06
N -1.91762 0.98467 1.16837 0.7 1.2 1.2 -0.15
O 0.23256 1.42765 1.93237 1.3 -0.3 0.0 -0.08
O -1.49208 1.61708 3.34030 -0.2 -0.3 0.8 -0.09
O -1.08746 -1.42982 1.10052 0.3 0.6 0.3 -0.40
O -2.56925 -0.60413 -0.61041 0.6 0.7 0.2 -0.44
S -1.56446 -0.22910 0.40276 0.0 -3.6 -2.8 0.57
H 1.70900 -1.79300 -1.57494 0.2 0.4 -0.1 0.07
H 0.84222 -2.13151 -0.06316 0.2 1.3 0.0 0.08
H 1.63611 0.31393 0.70183 0.0 0.7 0.2 0.05
H 2.60314 0.41062 -1.06362 -2.5 -0.3 2.1 0.13

***

[4]
148
Properties=species:S:1:pos:R:3:forces:R:3:lowdin_charge:R:1 method="wB97M-V/def2-TZVPD" lumo_ev=0.14 gap_ha=0.342 homo_energy_ev=-9.17
C 8.54252 -4.97945 -2.91455 -0.4 0.2 0.8 -0.11
C 8.49178 -3.65433 -2.06485 0.6 0.5 -0.8 -0.26
C 8.91622 -2.36432 -2.85046 -0.1 0.4 1.5 -0.27
C 8.85790 -1.16050 -1.80172 0.3 -0.6 -2.0 -0.20
C 8.82635 0.16764 -2.63346 -0.9 0.0 1.4 -0.21
C 8.19568 1.39968 -1.86874 0.7 0.3 -1.5 -0.19
C 7.54384 2.34744 -2.97453 -0.6 -0.1 1.7 -0.19
C 5.95670 2.33857 -2.81186 0.9 0.9 -0.5 -0.19
C 5.58724 3.74697 -2.19350 -1.5 -0.8 -0.8 -0.20
C 4.06649 3.80487 -1.75312 1.4 -1.0 -0.9 -0.64
S 3.91164 3.17415 -0.02563 -0.5 0.3 0.7 0.76
O 3.36544 3.00931 -2.69040 -0.6 0.7 0.8 -0.22
C 1.93624 3.01520 -2.50351 -0.2 -0.6 -0.4 -0.14
C 1.46126 1.50357 -2.36907 -0.6 2.0 -1.0 -0.29
C 0.51051 1.20153 -3.60567 0.5 -1.9 0.8 -0.14
C 1.32571 0.33046 -4.62423 -0.2 0.8 -0.9 -0.23
C 2.40288 1.17750 -5.42949 -0.4 -0.8 -0.1 -0.09
O 0.80243 1.36275 -1.10035 1.0 -0.6 -0.3 -0.18
C 1.28728 0.22354 -0.36721 -0.1 0.1 -0.1 -0.18
C 0.96332 -1.04540 -1.20256 -0.8 -0.6 1.0 -0.07
C 0.74592 -2.34164 -0.34327 -0.8 0.1 -2.1 -0.35
O 1.17570 -2.49314 0.75619 0.2 0.1 1.1 0.11
C -0.05130 -3.44803 -1.09630 0.4 -0.5 -0.8 -0.13
C 0.69839 -4.06966 -2.17441 -2.2 -0.2 0.7 -0.03
C 0.04159 -5.07110 -2.95982 -0.3 0.9 0.9 -0.07
C -1.32447 -5.42371 -2.68379 0.5 0.7 0.6 -0.12
C -2.04714 -4.81706 -1.59705 1.5 0.6 -0.4 -0.06
C -1.41004 -3.80936 -0.79633 1.0 -0.2 -0.9 -0.08
H 7.53736 -5.45967 -2.82396 0.9 0.0 -0.3 0.07
H 9.31694 -5.64590 -2.47476 -0.6 0.2 -0.5 0.07
H 8.77758 -4.81326 -3.98811 -0.2 0.0 0.8 0.03
H 9.18094 -3.73179 -1.19142 -0.5 0.0 -0.5 0.10
H 7.48141 -3.44100 -1.63877 0.6 -0.4 -0.4 0.10
H 9.94880 -2.41084 -3.25629 -0.7 -0.2 0.3 0.04
H 8.24787 -2.12755 -3.70934 0.2 -0.4 0.6 0.08
H 7.92856 -1.32129 -1.21384 0.6 0.5 -0.1 0.10
H 9.76970 -1.25670 -1.17497 -0.7 0.3 0.0 0.11
H 9.84771 0.43804 -2.97771 -0.7 -0.2 0.0 0.12
H 8.15595 -0.01152 -3.51122 0.7 0.1 0.5 0.10
H 8.98766 1.98015 -1.33872 -0.5 -0.6 -0.2 0.10
H 7.42320 1.10907 -1.12655 0.5 0.0 -0.5 0.10
H 7.84355 2.07069 -4.00465 0.0 0.1 0.7 0.10
H 7.91812 3.37363 -2.73639 -0.4 -0.6 -0.6 0.10
H 5.60241 1.49321 -2.18324 0.3 0.5 -0.3 0.10
H 5.49749 2.20893 -3.82151 0.1 0.3 0.9 0.10
H 5.68676 4.47142 -3.03342 0.3 -0.2 0.8 0.12
H 6.23615 3.96372 -1.32369 -0.3 0.1 -0.6 0.10
H 3.66586 4.84223 -1.80578 0.3 -0.5 0.7 0.12
H 4.17208 1.83498 -0.07057 0.1 0.7 -0.7 -0.13
H 1.58125 3.58546 -1.61759 0.5 -0.4 -0.3 0.12
H 1.50276 3.51477 -3.40340 0.3 -0.5 0.6 0.12
H 2.39598 0.89441 -2.45789 -0.8 0.3 0.3 0.15
H -0.34677 0.56586 -3.26801 0.6 0.6 -0.1 0.10
H 0.05988 2.11369 -4.04610 0.5 -0.5 0.1 0.11
H 1.85726 -0.52324 -4.14105 -0.6 0.7 0.0 0.09
H 0.60634 -0.12177 -5.34561 0.5 0.3 0.4 0.10
H 2.47220 2.22415 -5.07241 0.1 -0.7 -0.2 0.06
H 3.38288 0.66173 -5.34258 -0.4 0.6 0.0 0.07
H 2.14133 1.17959 -6.51176 0.2 0.2 0.7 0.07
H 0.75742 0.26421 0.61115 0.2 -0.3 -0.8 0.14
H 2.37692 0.32451 -0.12317 -0.7 -0.1 -0.4 0.11
H 1.70342 -1.26770 -2.00112 -0.4 0.2 0.5 0.11
H -0.03129 -0.86727 -1.68324 0.8 -0.1 0.2 0.13
H 1.73859 -3.74319 -2.36438 -0.8 -0.4 0.0 0.11
H 0.61577 -5.52027 -3.79227 -0.6 0.1 0.6 0.10
H -1.84497 -6.18448 -3.31960 1.4 1.6 1.5 -0.08
H -3.09502 -5.09268 -1.39546 0.6 0.1 -0.2 0.10
H -1.93299 -3.28569 0.05518 1.1 -0.6 -2.1 -0.04
C -3.36555 -2.92476 3.31158 -0.4 0.0 0.0 -1.50
Cl -2.86528 -3.52592 1.71216 -0.5 0.1 1.5 0.64
Cl -2.61571 -1.36570 3.69081 0.2 -0.2 -0.2 0.48
Cl -5.12822 -2.80372 3.37985 0.1 -0.3 0.3 0.48
H -3.04294 -3.64590 4.05476 0.0 0.1 -0.1 -0.02
C 1.14107 -2.93189 4.79549 0.0 -0.1 -0.1 -1.54
Cl -0.28131 -3.25733 5.79817 0.1 0.0 0.0 0.50
Cl 2.33958 -2.00160 5.70211 -0.1 0.0 0.0 0.52
Cl 1.84139 -4.43989 4.20484 -0.1 0.1 0.0 0.53
H 0.82840 -2.34299 3.93869 0.0 -0.1 0.1 0.00
C -0.13454 6.15309 3.61350 -0.1 0.2 0.1 -1.56
Cl -0.21383 7.44566 4.81231 0.2 -0.2 0.0 0.46
Cl -1.60227 5.17173 3.64559 0.2 0.2 0.0 0.47
Cl 0.12826 6.82329 1.99544 0.0 -0.1 0.0 0.53
H 0.70573 5.51271 3.85853 -0.1 0.1 -0.1 -0.05
C -4.19500 -8.55120 -4.41843 -0.1 -0.1 0.0 -1.49
Cl -5.64552 -8.00282 -5.26656 0.1 0.0 -0.1 0.56
Cl -2.97971 -7.26387 -4.36879 -1.1 -1.0 -0.8 0.64
Cl -4.59543 -9.08797 -2.78637 0.0 0.0 -0.1 0.54
H -3.77982 -9.39243 -4.96219 0.0 0.1 0.0 0.02
C -4.87101 -2.68778 7.66752 -0.1 -0.1 -0.1 -1.51
Cl -5.33713 -4.37892 7.88436 0.1 0.0 0.1 0.52
Cl -3.50146 -2.55589 6.55964 -0.1 0.0 0.4 0.52
Cl -6.23732 -1.73813 7.07658 0.1 0.0 0.1 0.53
H -4.57072 -2.29113 8.63061 0.0 0.0 -0.1 0.01
C -8.50285 -4.67347 3.87575 0.1 0.0 0.0 -1.54
Cl -7.50127 -4.94988 5.30351 -0.1 0.0 -0.1 0.49
Cl -8.76351 -2.94306 3.62606 0.0 -0.1 0.0 0.51
Cl -7.76456 -5.40252 2.44553 -0.1 0.0 0.0 0.52
H -9.46601 -5.14348 4.03826 0.1 0.0 0.0 0.01
C 11.30103 -3.45401 -6.15808 -0.1 -0.1 0.0 -1.52
Cl 11.50315 -4.87067 -7.19341 0.0 0.1 0.0 0.53
Cl 9.60395 -2.95327 -6.11579 0.2 0.0 -0.2 0.56
Cl 11.90513 -3.78749 -4.53197 0.1 0.0 -0.1 0.55
H 11.88401 -2.64149 -6.57626 -0.1 -0.1 0.0 0.01
C 4.01807 8.08106 5.37983 0.0 0.0 0.0 -1.53
Cl 5.35802 9.02437 4.72026 0.0 -0.1 0.0 0.53
Cl 3.07458 9.05002 6.51642 0.0 -0.1 0.0 0.52
Cl 2.98846 7.47074 4.08180 0.3 0.0 0.0 0.52
H 4.42957 7.23272 5.91516 0.0 0.1 0.0 0.02
C -0.02399 4.49110 7.45554 -0.1 0.2 0.0 -1.51
Cl 0.72046 3.90393 5.96116 0.1 -0.2 0.2 0.55
Cl 0.69499 6.03085 7.93625 0.0 -0.1 0.1 0.51
Cl -1.77258 4.65289 7.26338 0.1 0.0 0.1 0.53
H 0.16682 3.76600 8.23850 0.0 0.0 -0.1 0.01
C -8.61480 -10.16255 -5.43601 -0.1 -0.1 0.0 -1.56
Cl -9.31722 -9.95547 -7.04372 0.1 0.0 0.1 0.52
Cl -9.87799 -10.17634 -4.20092 0.1 0.0 0.0 0.51
Cl -7.65587 -11.64390 -5.36224 0.0 0.1 0.0 0.52
H -7.95763 -9.32364 -5.24118 -0.1 -0.1 0.0 -0.06
C -5.77618 0.90999 1.37623 0.0 -0.3 -0.1 -1.54
Cl -6.34751 1.21253 -0.25964 -0.8 -0.9 0.0 0.50
Cl -7.11669 0.60900 2.49083 0.1 0.0 0.0 0.53
Cl -4.65796 -0.46178 1.36077 -0.1 0.6 -0.4 0.50
H -5.24445 1.79313 1.71555 -0.1 -0.1 0.0 -0.07
C -3.07169 3.37167 0.24630 -0.1 0.0 0.0 -1.47
Cl -2.37392 2.19392 -0.86820 0.0 0.1 0.2 0.58
Cl -4.79028 3.60228 -0.06688 0.7 0.6 -0.2 0.49
Cl -2.87573 2.86023 1.93174 0.1 -0.2 -0.2 0.53
H -2.55834 4.31759 0.10485 0.0 -0.1 0.1 0.01
C -11.99151 -10.39829 -0.75956 0.0 -0.1 0.1 -1.56
Cl -13.38953 -10.44078 0.31940 0.0 0.0 -0.1 0.52
Cl -10.66259 -9.49926 -0.02041 0.0 0.0 -0.1 0.51
Cl -11.47806 -12.03563 -1.17882 0.0 0.1 0.0 0.51
H -12.28123 -9.88841 -1.67154 0.0 0.0 0.1 0.01
C -4.01645 9.47809 4.81196 0.2 -0.1 0.0 -1.54
Cl -5.59368 9.21327 5.57011 0.0 0.0 0.1 0.53
Cl -2.94974 10.37775 5.89660 -0.1 0.0 -0.1 0.54
Cl -3.28233 7.94332 4.35355 -0.5 0.2 0.0 0.49
H -4.16515 10.06710 3.91346 0.0 0.0 0.1 0.00
C -6.45761 7.45789 1.02062 0.1 0.0 0.0 -1.52
Cl -4.93812 6.65178 0.61727 -0.1 0.5 0.1 0.51
Cl -7.74722 6.27116 1.24087 0.0 0.0 0.0 0.54
Cl -6.27901 8.45275 2.46985 -0.2 -0.1 -0.2 0.52
H -6.72861 8.10581 0.19487 0.0 -0.1 0.1 0.02
C -8.23198 11.91092 5.83653 -0.1 0.0 0.0 -1.56
Cl -7.68634 13.38899 5.03690 0.0 -0.1 0.0 0.52
Cl -9.03692 12.29026 7.36268 0.1 0.0 0.0 0.52
Cl -9.30901 10.99230 4.77704 0.1 0.0 0.1 0.51
H -7.36097 11.29919 6.05300 -0.1 0.1 0.0 -0.05